No. 1
Density functional theory data (ωB97M-V/def2-TZVPD) for 2 unconnected molecules or ions with the total composition C2H3NO3.

## Properties
DFT total energy   -9750.0607 eV
Net charge   0
Spin multiplicity   1
Strongest force on any atom   0.1097 Eh/bohr
HOMO-LUMO gap (alpha / beta)   7.7 / 7.8 eV

Geometry as XYZ:
```
9
Properties=species:S:1:pos:R:3:forces:R:3:lowdin_charge:R:1
O -0.023 -1.724 -0.148 1.5 0.3 0.0 0.219
H -2.197 0.192 0.444 0.3 0.3 -0.3 0.092
O -0.422 0.794 -0.225 -0.1 -0.7 -0.1 -0.202
C 0.720 -0.838 -0.060 -5.1 -1.2 -2.0 -0.128
C 1.666 0.038 0.366 4.3 2.5 0.9 -0.268
N -1.635 0.231 -0.410 -0.6 -0.2 0.0 -0.071
O 2.510 0.734 -0.192 -1.4 -1.1 0.1 0.086
H -2.211 0.536 -1.229 1.4 -0.2 0.8 0.116
H 1.592 0.037 1.454 -0.2 0.3 0.6 0.155
```
Positions in Å, forces in eV/Å.


No. 2
Density functional theory data (ωB97M-V/def2-TZVPD) for a single C2H3NO3 molecule.

## Properties
DFT total energy   -9751.5096 eV
SMILES   CC(=O)[N+](=O)[O-]
Net charge   0
Spin multiplicity   1
Strongest force on any atom   0.0794 Eh/bohr
HOMO-LUMO gap   10.0 eV

Geometry as XYZ:
```
9
Properties=species:S:1:pos:R:3:forces:R:3:lowdin_charge:R:1
O 1.028 1.559 -0.544 -0.7 2.6 -0.8 0.069
C 0.107 -0.771 -0.074 -0.1 1.9 0.7 -0.275
H -0.835 1.038 0.064 -0.6 0.6 -0.1 0.047
C -1.152 0.021 0.147 0.1 -1.7 1.7 0.005
O 2.443 0.088 0.072 1.0 -0.1 0.2 0.079
N 1.349 0.483 -0.203 -0.2 -4.0 0.5 -0.369
H -1.839 -0.311 -0.632 -0.4 0.3 0.4 0.097
O 0.403 -1.893 -0.077 0.4 0.0 -0.2 0.200
H -1.504 -0.215 1.248 0.4 0.4 -2.3 0.148
```
Positions in Å, forces in eV/Å.


No. 3
Density functional theory data (ωB97M-V/def2-TZVPD) for a single C2H3NO3 molecule.

## Properties
DFT total energy   -9750.7097 eV
Net charge   0
Spin multiplicity   1
Strongest force on any atom   0.0346 Eh/bohr
HOMO-LUMO gap (alpha / beta)   8.6 / 8.6 eV

Geometry as XYZ:
```
9
Properties=species:S:1:pos:R:3:forces:R:3:lowdin_charge:R:1
C 0.380 -0.695 0.245 0.8 0.4 -1.1 -0.510
H 2.191 0.214 0.340 0.0 -0.1 0.2 0.123
N 1.215 0.349 0.142 0.0 0.3 0.1 0.195
H 0.839 1.262 -0.104 0.0 -0.3 -0.1 0.085
O -0.905 1.720 -0.648 0.1 1.2 0.5 -0.143
C -1.044 -0.422 -0.155 -1.1 -0.5 1.2 0.041
H -1.705 -1.283 -0.135 0.0 0.0 0.3 0.149
O 0.684 -1.824 0.571 -0.4 0.0 0.1 0.074
O -1.656 0.678 -0.256 0.6 -1.2 -1.2 -0.014
```
Positions in Å, forces in eV/Å.


No. 4
Density functional theory data (ωB97M-V/def2-TZVPD) for a molecular structure, C2H3NO3S.

## Properties
DFT total energy   -20585.6199 eV
Net charge   0
Spin multiplicity   1
Strongest force on any atom   0.0855 Eh/bohr
HOMO-LUMO gap (alpha / beta)   6.7 / 6.6 eV

Geometry as XYZ:
```
10
Properties=species:S:1:pos:R:3:forces:R:3:lowdin_charge:R:1
H 2.296 1.393 -0.288 0.4 0.2 -0.3 0.128
O 1.257 -0.909 1.268 1.2 0.8 -1.2 -0.130
O 3.827 0.032 -0.706 1.2 0.0 -0.9 0.003
C 2.819 0.409 -0.153 -0.7 0.7 -0.9 -0.413
H -0.605 0.256 -0.751 0.4 2.5 -0.9 0.034
N -0.969 -0.547 -0.372 1.0 -2.7 -0.3 -0.145
S 0.064 -1.787 -0.277 -0.5 -1.6 1.3 1.021
C 2.200 -0.179 0.900 -2.6 -2.1 2.9 -0.102
H -1.769 -0.654 0.173 -1.6 0.4 1.0 0.057
O -0.697 -2.903 0.343 1.2 1.8 -0.9 -0.453
```
Positions in Å, forces in eV/Å.


No. 5
Density functional theory data (ωB97M-V/def2-TZVPD) for a single C2H3NO3S molecule.

## Properties
DFT total energy   -20585.2053 eV
Net charge   0
Spin multiplicity   1
Strongest force on any atom   0.0829 Eh/bohr
HOMO-LUMO gap (alpha / beta)   7.9 / 9.0 eV

Geometry as XYZ:
```
10
Properties=species:S:1:pos:R:3:forces:R:3:lowdin_charge:R:1
O -2.124 1.263 0.294 0.6 0.0 0.3 -0.316
H 1.125 -1.955 -0.510 0.2 -1.4 0.7 0.091
C 0.587 -1.056 -0.530 -0.2 2.1 -0.2 -0.135
S -0.678 1.229 0.271 0.0 -0.5 -1.2 0.832
O 0.168 2.287 0.739 0.0 0.0 0.5 -0.311
O 0.330 0.689 -2.014 -0.1 -1.9 1.7 -0.061
C -0.063 -0.406 0.769 3.4 0.6 -2.5 -0.185
H 0.669 -0.480 1.580 0.3 1.1 -0.3 0.111
N 0.732 -0.500 -1.680 -0.8 1.9 0.3 -0.072
H -0.748 -1.070 1.082 -3.4 -1.8 0.8 0.044
```
Positions in Å, forces in eV/Å.


No. 6
Density functional theory data (ωB97M-V/def2-TZVPD) for a gas-phase ion, C2H3NOPS (charge +1).

## Properties
DFT total energy   -25774.0185 eV
Net charge   +1
Spin multiplicity   1
Strongest force on any atom   0.1401 Eh/bohr
HOMO-LUMO gap (alpha / beta)   8.4 / 8.4 eV

Geometry as XYZ:
```
9
Properties=species:S:1:pos:R:3:forces:R:3:lowdin_charge:R:1
C 0.057 -0.124 -0.002 4.1 3.8 -1.1 -0.596
C -1.410 -0.099 0.012 -1.9 2.5 0.4 -0.096
O 2.053 1.018 -0.282 2.0 -0.5 -0.1 -0.455
H -1.890 0.486 0.968 1.6 -1.0 -2.3 0.166
P 2.859 -0.275 0.093 -0.2 -2.0 0.7 0.937
H -1.778 -1.101 0.197 -0.4 -0.2 -0.8 0.068
H -1.785 0.492 -0.971 0.7 -1.7 2.3 0.163
S 1.106 -1.484 0.386 0.5 2.1 -0.4 0.809
N 0.789 1.086 -0.401 -6.4 -3.0 1.2 0.005
```
Positions in Å, forces in eV/Å.


No. 7
Density functional theory data (ωB97M-V/def2-TZVPD) for 2 unconnected molecules or ions with the total composition C2H3NOS.

## Properties
DFT total energy   -16488.8449 eV
Net charge   0
Spin multiplicity   1
Strongest force on any atom   0.0747 Eh/bohr
HOMO-LUMO gap (alpha / beta)   10.5 / 5.5 eV

Geometry as XYZ:
```
8
Properties=species:S:1:pos:R:3:forces:R:3:lowdin_charge:R:1
H -0.891 2.588 0.827 -0.3 1.6 0.5 0.027
C -0.449 1.714 0.465 3.4 -1.1 -1.4 -0.112
S 0.755 -2.104 -0.431 -0.9 -0.9 1.3 0.716
H -1.457 -0.351 0.541 -0.7 -1.2 -0.1 -0.005
C -1.080 0.607 0.452 0.7 0.2 -0.2 0.054
N 0.894 -0.864 -1.217 0.0 1.5 -0.7 -0.281
H 0.702 1.701 0.059 -2.7 0.4 0.9 0.117
O 1.526 -3.292 -0.695 0.5 -0.4 -0.3 -0.516
```
Positions in Å, forces in eV/Å.


No. 8
Density functional theory data (ωB97M-V/def2-TZVPD) for a molecular structure, C2H3NOS.

## Properties
DFT total energy   -16493.8079 eV
Net charge   0
Spin multiplicity   1
Strongest force on any atom   0.0794 Eh/bohr
HOMO-LUMO gap   9.6 eV

Geometry as XYZ:
```
8
Properties=species:S:1:pos:R:3:forces:R:3:lowdin_charge:R:1
N -0.216 -1.278 0.131 0.4 1.5 0.2 -0.253
C 0.243 1.203 0.245 1.3 -0.6 -0.8 -0.388
H 1.800 -1.561 0.107 -0.5 0.6 0.0 0.143
H 0.496 1.226 1.318 -0.7 0.7 -0.2 0.094
C 0.972 -0.824 0.050 1.8 -3.6 -0.6 -0.430
H 0.481 2.076 -0.356 -1.4 0.7 0.6 0.098
O 1.353 0.405 -0.277 -0.9 -0.3 0.7 -0.115
S -1.211 0.106 -0.096 0.0 1.1 0.1 0.852
```
Positions in Å, forces in eV/Å.


No. 9
Density functional theory data (ωB97M-V/def2-TZVPD) for a single C2H3NOS molecule.

## Properties
DFT total energy   -16493.1846 eV
SMILES   CN1SC1=O
Net charge   0
Spin multiplicity   1
Strongest force on any atom   0.1109 Eh/bohr
HOMO-LUMO gap   9.3 eV

Geometry as XYZ:
```
8
Properties=species:S:1:pos:R:3:forces:R:3:lowdin_charge:R:1
H -0.348 -0.173 -0.944 -0.7 -0.5 -1.6 0.056
H -0.870 -0.016 0.890 1.6 0.5 -2.8 0.142
C -0.008 -0.180 0.039 -1.4 1.4 5.4 -0.102
C 1.711 -1.846 0.497 -0.5 -0.6 1.3 -0.823
H 0.751 0.602 0.193 -0.2 -0.1 -0.1 0.084
O 2.615 -2.246 -0.111 1.2 -0.1 -1.4 0.131
N 0.449 -1.444 0.564 0.3 -1.0 -1.1 -0.339
S 1.210 -1.635 2.215 -0.3 0.5 0.2 0.851
```
Positions in Å, forces in eV/Å.


No. 10
Density functional theory data (ωB97M-V/def2-TZVPD) for a single C2H3NOS molecule.

## Properties
DFT total energy   -16493.0580 eV
Net charge   0
Spin multiplicity   1
Strongest force on any atom   0.0416 Eh/bohr
HOMO-LUMO gap (alpha / beta)   8.3 / 8.3 eV

Geometry as XYZ:
```
8
Properties=species:S:1:pos:R:3:forces:R:3:lowdin_charge:R:1
C -0.114 -1.461 0.256 -0.1 0.2 0.2 0.017
H -0.084 -1.367 1.340 0.1 0.1 0.1 0.091
S -0.168 2.151 -0.029 0.8 -1.5 -0.4 0.882
C 0.578 0.718 -0.477 -0.1 2.1 0.4 -0.480
O -1.468 1.987 0.633 -0.3 -0.1 0.2 -0.607
N 0.199 -0.550 -0.547 -0.6 -1.0 -0.5 -0.042
H 1.489 0.930 -1.018 0.3 0.2 0.0 0.062
H -0.433 -2.409 -0.159 -0.1 -0.1 0.0 0.077
```
Positions in Å, forces in eV/Å.


No. 11
Density functional theory data (ωB97M-V/def2-TZVPD) for 2 unconnected molecules or ions with the total composition C2H3NOS.

## Properties
DFT total energy   -16493.0066 eV
Net charge   0
Spin multiplicity   1
Strongest force on any atom   0.1046 Eh/bohr
HOMO-LUMO gap   7.9 eV

Geometry as XYZ:
```
8
Properties=species:S:1:pos:R:3:forces:R:3:lowdin_charge:R:1
C 1.501 0.072 0.344 -5.3 0.5 0.6 -0.490
O 0.352 -0.780 -2.165 -2.0 1.5 4.1 0.022
C 0.016 -0.331 -1.054 4.5 0.1 -0.1 -0.398
H -0.962 0.402 0.607 -0.3 -0.6 -1.5 0.056
H 2.415 -0.194 -0.003 2.9 -0.7 -1.0 -0.047
N -1.064 0.087 -0.396 0.2 -1.0 -1.4 0.105
H -1.884 -0.238 -0.928 -0.2 0.8 1.3 0.131
S 1.175 0.629 1.848 0.2 -0.7 -2.0 0.621
```
Positions in Å, forces in eV/Å.


No. 12
Density functional theory data (ωB97M-V/def2-TZVPD) for a single C2H3NOS molecule.

## Properties
DFT total energy   -16491.6704 eV
Net charge   0
Spin multiplicity   1
Strongest force on any atom   0.0944 Eh/bohr
HOMO-LUMO gap   9.4 eV

Geometry as XYZ:
```
8
Properties=species:S:1:pos:R:3:forces:R:3:lowdin_charge:R:1
H 0.383 -0.667 -1.356 -1.0 0.8 0.1 0.102
N -0.460 0.981 -0.115 -2.8 -1.2 -0.8 0.029
S -3.021 -0.467 0.009 -0.5 -0.9 -0.5 0.919
H 0.663 -1.006 0.347 -2.1 1.2 -0.7 0.137
C -1.498 -0.137 -0.138 4.5 1.9 -0.2 -0.547
O -3.841 0.733 0.019 -0.9 0.9 0.5 -0.562
C -0.068 -0.412 -0.377 2.2 -1.5 2.2 -0.198
H -0.470 1.493 0.790 0.5 -1.2 -0.6 0.120
```
Positions in Å, forces in eV/Å.


These records have ΔE to the lowest compared entry with this formula, charge and spin values of 581.7; 441.9; 519.1; 442.5; 482.5; 74.3; 613.0; 134.2; 194.3; 206.5; 211.5; 340.4 kJ/mol, in the order they appear.